[1]
C15H19BClCoN2O6Si | wB97M-V/def2-TZVPD

Structure (XYZ):
```
46
Properties=species:S:1:pos:R:3:lowdin_spin:R:1
C 0.452 4.995 -3.996 0.000
C 1.445 2.997 -2.406 -0.002
C 0.097 3.318 -2.365 -0.001
N 0.110 -1.766 0.826 0.015
H 1.350 -3.970 -1.096 0.000
B 0.464 1.647 -0.905 -0.043
C -3.540 -2.199 1.031 0.001
H -4.914 -0.588 0.568 0.000
H -3.371 1.421 -1.187 0.000
C -3.152 1.386 -0.117 0.000
C 1.054 -4.397 -0.135 0.000
H 3.590 -3.238 1.110 0.000
H -4.017 1.778 0.418 0.000
H -2.291 2.026 0.056 0.000
H -4.323 -2.904 1.289 0.000
O 1.694 1.983 -1.531 -0.009
H 0.040 -4.791 -0.242 0.000
O -0.533 2.514 -1.465 -0.006
H 1.723 -5.234 0.088 0.000
H 0.077 5.789 -4.630 0.000
C -1.221 -1.649 0.786 0.003
Cl 1.426 1.584 2.622 0.002
H -0.229 -4.581 2.733 0.000
Co 0.271 0.271 0.497 1.030
C -3.884 -0.909 0.626 0.000
C -2.225 -2.586 1.126 -0.001
H 3.071 -2.128 2.392 0.000
C 1.803 4.671 -4.035 0.000
O 1.929 2.916 2.559 0.002
H -1.952 -3.574 1.471 0.000
O -0.014 1.555 2.332 0.024
C -0.432 4.317 -3.151 0.000
H 3.030 -1.603 0.719 0.000
C 2.328 3.655 -3.231 0.000
Si 1.116 -3.093 1.215 0.001
C 0.639 -3.925 2.833 0.001
O 1.700 0.983 3.887 0.002
H 1.477 -4.536 3.185 0.000
O 2.027 0.760 1.531 -0.006
H 2.463 5.217 -4.698 0.000
C -2.865 -0.022 0.309 0.000
N -1.590 -0.400 0.359 -0.013
H 3.377 3.393 -3.245 0.000
H -1.485 4.561 -3.108 0.000
H 0.420 -3.183 3.604 0.000
C 2.865 -2.461 1.372 0.000
```

The calculation puts the maximum force at 0.70 eV/Å. For the molar mass, the calculation gives 456.61 g mol⁻¹. Its HOMO energy (alpha / beta) is -4.8 / -4.8 eV. Its total charge is -1. The relative energy (zero: lowest compared OMol25 entry of this formula, charge and spin) comes out at 0.000 eV. As for the total energy: -89830.64063 eV. Its multiplicity is 2.

***

[2]
C15H19BrN3O6 | wB97M-V/def2-TZVPD

Structure (XYZ):
```
44
Properties=species:S:1:pos:R:3:nbo_charge:R:1
C 1.380 1.677 -0.709 -0.224
N 0.976 -1.763 1.004 -0.301
C 0.853 -1.457 -0.363 0.115
H 4.705 -2.298 0.903 0.504
C -3.172 1.938 1.139 -0.248
H -0.591 4.322 -1.565 0.236
H -1.452 -2.843 0.686 0.222
H -3.513 1.325 1.977 0.163
Br -0.392 -0.087 2.795 0.077
C 0.475 2.729 -0.562 -0.195
C 2.141 -1.450 -0.832 0.404
H -4.032 2.384 0.634 0.173
C 1.975 1.349 -1.935 -0.121
N 3.033 -1.761 0.174 -0.011
C -1.235 -2.774 1.761 -0.449
H 1.628 1.066 0.167 0.199
H -0.962 -2.160 -1.244 0.216
C 2.942 0.199 -2.155 0.765
H -2.803 3.493 2.233 0.473
O 2.457 -1.173 -2.121 -0.484
O -1.191 -0.128 -0.637 -0.454
H -0.091 -0.929 -2.163 0.235
H -2.909 -1.324 2.030 0.225
O 4.091 0.402 -2.400 -0.445
C 0.002 -1.894 2.104 -0.070
H -2.324 -2.126 3.565 0.222
C -2.514 -2.243 2.484 -0.612
O -2.688 -0.337 -2.185 -0.198
C 0.739 3.197 -2.897 -0.199
O 4.373 -1.883 0.087 -0.435
C -0.415 -1.207 -1.139 -0.149
H 0.038 2.917 0.423 0.248
C 2.271 -1.919 1.259 0.216
H -1.119 -3.813 2.121 0.239
H -3.323 -2.996 2.417 0.232
H -2.631 1.317 0.440 0.175
H 0.540 -2.402 2.919 0.234
H 2.660 -2.152 2.252 0.246
C 1.640 2.144 -3.050 -0.210
O -2.299 2.957 1.613 -0.733
H 0.479 3.803 -3.770 0.230
H 2.068 1.974 -4.041 0.236
N -1.931 0.424 -1.748 0.433
C 0.123 3.503 -1.671 -0.180
```

The calculation puts the maximum force at 2.42 eV/Å. For the molar mass, the calculation gives 417.24 g mol⁻¹. Its HOMO energy is -12.2 eV. Its total charge is +1. As for the total energy: -102648.02616 eV.

***

[3]
C15H19Cl5GeO5RuSe | wB97M-V/def2-TZVPD

Structure (XYZ):
```
47
Properties=species:S:1:pos:R:3:lowdin_spin:R:1
C -2.990 0.875 -2.740 0.003
O 1.147 -4.343 0.463 0.001
C 4.863 2.307 1.096 0.000
C 1.933 3.152 0.189 0.000
C -2.019 -1.855 -0.702 0.038
Cl -2.251 2.097 -3.680 -0.020
H -0.809 -3.043 2.096 0.000
C -0.750 -3.033 1.004 0.001
H 2.106 -4.330 0.301 0.000
H -0.147 2.623 1.971 0.000
Ge 3.046 1.676 0.812 0.000
C -4.879 -0.674 -2.369 -0.011
C -2.479 0.504 -1.542 0.198
H 1.739 3.858 0.997 0.000
O 0.167 -1.537 -1.590 0.001
C -0.394 1.908 2.749 0.000
H 3.503 0.676 -1.427 0.000
Cl -6.401 -1.270 -2.876 -0.023
H -3.057 -0.304 0.326 0.019
C 2.411 1.018 2.551 0.000
C -4.176 0.244 -3.211 0.311
C 3.147 0.218 -0.504 -0.001
H 3.053 0.218 2.921 0.000
H -2.600 -2.776 -0.746 0.001
Cl -1.074 1.324 -0.906 0.035
Se 0.609 0.268 2.471 0.000
H 4.875 3.103 1.840 0.000
O -1.317 -1.802 0.571 0.004
H 5.506 1.498 1.445 0.000
C -2.992 -0.627 -0.720 0.056
H -0.160 2.306 3.733 0.000
C -4.354 -1.046 -1.177 0.200
O -1.495 -2.085 -2.995 0.001
O 1.466 -2.151 0.697 -0.001
H 5.281 2.701 0.169 0.000
H 2.321 -0.442 -0.834 0.000
H 3.894 -0.494 -0.153 0.000
C 0.722 -3.125 0.670 0.001
Cl -4.771 0.608 -4.752 0.120
Ru 0.429 -0.395 0.059 0.009
H 0.981 2.840 -0.236 0.000
H -1.296 -3.892 0.617 0.000
C -1.061 -1.837 -1.900 0.004
Cl -5.167 -2.098 -0.099 0.054
H 2.414 1.806 3.305 0.000
H -1.448 1.646 2.701 0.000
H 2.475 3.687 -0.593 0.000
```

The calculation puts the maximum force at 2.49 eV/Å. For the molar mass, the calculation gives 709.22 g mol⁻¹. Its HOMO energy (alpha / beta) is -10.4 / -12.0 eV. Its total charge is +1. The relative energy (zero: lowest compared OMol25 entry of this formula, charge and spin) comes out at 1.248 eV. As for the total energy: -213149.23563 eV. Its multiplicity is 2.

***

[4]
C15H19FN3SSiTl | wB97M-V/def2-TZVPD

Structure (XYZ):
```
41
Properties=species:S:1:pos:R:3:nbo_charge:R:1
H 2.616 -0.119 -1.218 0.230
H 1.679 1.958 0.892 0.207
C 3.391 -1.214 2.631 -1.117
H -4.552 2.081 -1.847 0.256
Si 2.292 -0.471 1.247 1.792
H -2.467 -4.269 0.606 0.221
C -3.537 2.112 -1.485 -0.185
C -0.991 -2.767 0.908 0.367
C -3.103 1.245 -0.504 0.044
H 3.139 1.815 1.831 0.239
C -1.410 -4.046 0.633 -0.282
H 4.166 -0.042 -0.395 0.230
N 0.682 -1.067 1.220 -1.252
H -0.761 -6.038 0.184 0.211
H -0.583 3.714 -1.886 0.208
N -2.291 4.991 -3.439 -0.751
H 0.004 2.065 -0.168 0.207
S -4.712 4.074 -3.471 -0.127
H -3.766 0.507 -0.077 0.209
C 1.276 -3.375 0.656 -0.274
H -1.317 5.035 -3.192 0.393
H -2.652 5.641 -4.118 0.419
H 3.407 -1.591 -0.721 0.233
H 1.587 1.555 2.602 0.218
C 0.884 -4.669 0.407 -0.196
H 2.324 -3.127 0.660 0.202
H 1.639 -5.421 0.224 0.208
C -2.657 3.069 -2.001 -0.086
C -1.341 3.037 -1.527 -0.217
C 2.151 1.388 1.685 -1.109
C -1.003 2.121 -0.552 0.041
Tl -1.063 0.356 2.327 0.804
H 2.892 -1.130 3.593 0.231
C -0.458 -5.023 0.383 -0.271
H 3.591 -2.269 2.472 0.231
C 3.214 -0.564 -0.428 -1.116
F -1.973 -1.822 1.222 -0.387
H 4.347 -0.704 2.711 0.228
C -3.136 4.051 -2.974 0.095
N -1.862 1.257 -0.024 -0.463
C 0.353 -2.345 0.934 0.110
```

The calculation puts the maximum force at 1.57 eV/Å. For the molar mass, the calculation gives 524.87 g mol⁻¹. Its HOMO energy is -6.9 eV. The relative energy (zero: lowest compared OMol25 entry of this formula, charge and spin) comes out at 0.023 eV. As for the total energy: -46458.91431 eV.

***

[5]
C15H19N3S | wB97M-V/def2-TZVPD

Structure (XYZ):
```
38
Properties=species:S:1:pos:R:3:nbo_charge:R:1
S -1.623 -2.883 -0.059 -0.257
H 2.782 2.758 -0.386 0.204
C -3.415 0.555 1.097 -0.216
C -0.332 -1.898 -0.273 0.214
H -3.609 -0.031 1.983 0.212
H 2.941 1.713 2.002 0.206
C -4.449 1.227 0.472 -0.202
C 4.686 0.796 0.098 -0.395
H 4.988 1.757 0.522 0.189
H -5.449 1.166 0.875 0.215
C -1.888 1.359 -0.564 -0.251
C 2.531 1.759 -0.752 -0.383
H -0.464 0.558 1.959 0.220
C 3.813 1.025 -1.131 -0.414
H 3.631 -0.966 0.717 0.209
H 0.895 -2.846 -1.713 0.427
H 5.591 0.256 -0.186 0.210
C 2.656 0.757 1.558 -0.384
N 1.619 -1.051 -0.990 -0.296
C -2.126 0.619 0.587 0.058
H 3.552 0.064 -1.573 0.230
C -2.925 2.028 -1.191 -0.188
H 0.935 1.703 0.677 0.226
N 0.736 -2.074 -1.089 -0.384
C 1.744 1.039 0.350 -0.274
N -0.076 -0.703 0.360 -0.401
H -5.015 2.484 -1.167 0.214
C 3.911 0.000 1.141 -0.407
C -4.207 1.965 -0.674 -0.216
H -1.430 -0.935 1.878 0.250
H 4.357 1.612 -1.873 0.206
H 2.107 0.186 2.312 0.207
H -2.729 2.596 -2.089 0.212
H -0.893 1.409 -0.984 0.206
H 4.535 -0.181 2.019 0.210
H 1.899 1.874 -1.635 0.213
C 1.119 -0.229 -0.124 0.390
C -1.005 -0.116 1.288 -0.260
```

The calculation puts the maximum force at 1.01 eV/Å. As for the SMILES: S=c1[nH]nc(C2CCCCC2)n1Cc1ccccc1. For the molar mass, the calculation gives 273.40 g mol⁻¹. Its HOMO energy is -7.9 eV. The relative energy (zero: lowest compared OMol25 entry of this formula, charge and spin) comes out at 0.000 eV. As for the total energy: -31169.77883 eV.

***

[6]
C15H19N4O3 | wB97M-V/def2-TZVPD

Structure (XYZ):
```
41
Properties=species:S:1:pos:R:3:nbo_charge:R:1
H -1.392 -4.487 1.058 0.229
N 1.413 -2.033 2.081 -0.438
C 1.721 3.979 -2.979 -0.202
H -1.429 0.236 -0.190 0.278
C -4.162 0.392 1.094 -0.624
H -3.647 1.128 1.825 0.207
H 2.509 -0.415 4.637 0.445
C -3.524 -1.053 1.370 -0.533
H -0.335 2.968 -2.466 0.232
H 0.558 -3.785 0.089 0.284
N 2.758 -0.632 3.667 -0.876
O -2.699 -3.237 0.026 -0.497
H -2.497 -0.876 1.868 0.204
O 0.092 -0.677 -2.471 -0.450
C 0.533 -1.736 0.962 0.450
C -0.313 0.465 -0.233 -0.330
C 3.268 3.801 -3.048 -0.193
C -0.160 -2.888 0.118 -0.520
H -5.270 0.390 1.399 0.243
H -0.197 1.575 0.055 0.256
C -3.268 -1.935 0.065 0.767
C 3.819 2.389 -2.656 -0.207
N 0.454 -0.300 0.807 -0.162
H -4.213 -1.603 2.116 0.266
C -1.534 -3.357 0.867 -0.079
H 1.437 1.172 2.032 0.450
H -1.623 -2.879 1.897 0.198
C 0.326 0.278 -1.704 0.561
H 1.273 4.981 -3.268 0.243
C 2.891 1.226 -2.233 -0.217
H 3.766 -0.673 3.442 0.439
H 3.363 0.214 -1.978 0.238
H -3.982 0.810 0.052 0.241
C 1.898 -0.790 2.637 0.568
O -3.648 -1.458 -1.043 -0.541
C 1.356 1.426 -2.163 -0.164
N 1.243 0.188 1.798 -0.333
H 3.936 4.665 -3.362 0.250
H -0.476 -2.565 -0.939 0.298
C 0.798 2.825 -2.534 -0.221
H 4.956 2.272 -2.695 0.242
```

The calculation puts the maximum force at 7.58 eV/Å. As for the SMILES: CCC(=O)OCCc1nc(N)[nH][n+]1CC(=O)c1ccccc1. For the molar mass, the calculation gives 303.34 g mol⁻¹. Its HOMO energy is -11.9 eV. Its total charge is +1. The relative energy (zero: lowest compared OMol25 entry of this formula, charge and spin) comes out at 0.000 eV. As for the total energy: -27952.01821 eV.

***

[7]
C15H19N4O3RuS4Sb | wB97M-V/def2-TZVPD

Structure (XYZ):
```
47
Properties=species:S:1:pos:R:3:lowdin_spin:R:1
H -0.047 -0.476 3.412 0.000
H 2.418 -0.510 3.572 0.000
H 2.498 0.300 0.593 0.000
S -3.113 1.383 -3.981 0.393
S -1.873 -2.853 -0.308 0.058
H -0.420 4.774 -2.701 0.000
C -0.142 -2.329 2.329 0.001
C 2.737 0.159 -0.464 0.000
H 2.106 -0.646 -0.850 0.000
N -0.799 0.359 -1.091 0.010
H -0.745 4.164 -1.087 0.000
C -2.411 -2.425 1.320 0.004
Sb -3.990 -0.789 -4.024 -0.072
H -4.330 -2.381 0.725 0.002
O -2.131 0.292 0.647 -0.008
S -1.834 -1.732 -3.361 0.440
C -1.109 0.797 0.136 0.004
H 1.711 3.990 -1.628 0.000
H 3.770 -0.184 -0.520 0.000
C 0.557 -3.393 1.782 0.001
C -0.401 3.876 -2.084 0.000
H 0.041 -4.229 1.331 0.000
C 1.001 3.280 -2.052 0.000
H 2.495 -4.223 1.436 0.000
H -4.094 -1.928 2.377 0.000
C 0.208 0.933 -1.868 0.000
H 3.696 -2.381 2.567 0.000
H 2.813 1.304 -2.302 0.000
H -1.126 3.176 -2.510 -0.001
O 0.379 0.609 -3.016 0.009
O 1.404 3.118 0.876 0.001
Ru -2.354 -0.940 -1.372 0.165
H -1.979 -1.947 3.197 0.000
C 0.768 2.338 0.220 0.000
N -1.578 -2.279 2.330 0.000
C 2.616 -2.363 2.499 0.000
C 0.519 -1.294 2.977 0.000
C 1.106 1.984 -1.217 -0.001
N -3.709 -2.276 1.512 0.003
H 1.336 3.031 -3.059 0.000
H -0.652 2.030 1.696 0.000
C 2.553 1.450 -1.253 0.000
S -4.569 -1.037 -1.623 -0.013
C 1.943 -3.394 1.860 0.000
C 1.901 -1.315 3.064 0.000
N -0.367 1.736 0.773 0.002
H 3.194 2.237 -0.856 0.000
```

The calculation puts the maximum force at 1.12 eV/Å. For the molar mass, the calculation gives 654.44 g mol⁻¹. Its HOMO energy (alpha / beta) is -11.4 / -11.1 eV. Its total charge is +1. The relative energy (zero: lowest compared OMol25 entry of this formula, charge and spin) comes out at 0.000 eV. As for the total energy: -80423.35149 eV. Its multiplicity is 2.

***

[8]
C15H19OSi | wB97M-V/def2-TZVPD

Structure (XYZ):
```
36
Properties=species:S:1:pos:R:3:nbo_charge:R:1
H -3.178 0.449 2.284 -0.113
H 1.054 3.343 -1.190 0.252
C -0.853 -4.083 1.177 -0.256
H 1.052 -1.454 -2.417 0.204
H -4.720 0.794 -0.572 0.266
C -3.809 0.175 -0.491 -1.147
H 2.246 -1.461 1.653 0.227
H -0.479 -2.593 -0.677 0.166
H -2.642 3.306 2.219 0.220
C 1.614 -1.734 -0.408 -0.050
O 0.477 -3.543 0.879 -0.544
C -0.197 4.530 0.151 -0.125
Si -3.058 1.131 0.987 1.650
C -1.209 4.535 1.136 -0.212
H 3.300 -0.607 -3.127 0.223
H 5.154 -0.687 -1.439 0.225
C 2.512 -1.329 0.598 -0.218
C 3.777 -0.841 0.241 -0.210
C -0.475 2.150 -0.213 -0.153
C 0.205 3.338 -0.484 -0.183
H 0.893 -3.612 -1.111 0.192
C 1.850 -1.272 -1.711 -0.224
H -1.577 -3.242 1.158 0.147
H 0.292 5.479 -0.092 0.244
H -1.495 5.457 1.694 0.250
H -1.270 -4.866 0.465 0.185
C -1.596 2.172 0.660 -0.586
H -0.744 -4.457 2.224 0.213
H -4.124 -0.868 -0.297 0.290
H -0.162 1.229 -0.717 0.249
H -3.247 0.218 -1.446 0.290
C 3.090 -0.795 -2.081 -0.215
C -1.874 3.348 1.426 -0.195
C 4.109 -0.718 -1.108 -0.210
H 4.539 -0.641 0.994 0.227
C 0.543 -2.849 -0.364 -0.078
```

The calculation puts the maximum force at 4.18 eV/Å. For the molar mass, the calculation gives 243.40 g mol⁻¹. Its HOMO energy is -11.0 eV. Its total charge is +1. As for the total energy: -25778.14648 eV.